No. 1
Below is a cluster of 13 separate species, C18H62O13 in total in a non-equilibrium geometry, with properties calculated with ωB97M-V/def2-TZVPD.

Element x y z (Å)
C1 -12.61 -5.42 20.57
C2 -12.65 -6.22 19.21
O1 -13.59 -5.81 18.28
H1 -13.00 -4.41 20.47
H2 -11.59 -5.49 20.97
H3 -13.18 -5.95 21.33
H4 -12.70 -7.27 19.52
H5 -11.76 -6.11 18.59
H6 -13.94 -6.56 17.80
C3 -13.43 -10.59 25.21
C4 -13.59 -9.25 24.50
O2 -12.34 -8.65 24.13
H7 -13.64 -10.55 26.28
H8 -12.45 -11.01 25.01
H9 -14.09 -11.40 24.89
H10 -14.31 -8.65 25.06
H11 -14.15 -9.43 23.58
H12 -11.82 -8.70 24.93
C5 -13.53 -1.45 20.39
C6 -14.41 -1.93 21.59
O3 -15.78 -1.65 21.31
H13 -13.93 -0.55 19.92
H14 -13.54 -2.17 19.58
H15 -12.54 -1.13 20.73
H16 -14.18 -1.45 22.55
H17 -14.29 -3.01 21.70
H18 -15.90 -0.74 21.57
C7 -11.67 -5.31 23.99
C8 -11.36 -3.87 23.70
O4 -10.03 -3.94 23.19
H19 -11.45 -5.97 23.15
H20 -12.70 -5.45 24.30
H21 -11.14 -5.77 24.83
H22 -11.25 -3.28 24.61
H23 -12.00 -3.37 22.98
H24 -9.48 -4.40 23.83
C9 -15.90 -6.38 23.45
C10 -16.95 -6.66 24.56
O5 -16.61 -6.09 25.79
H25 -16.14 -6.91 22.52
H26 -14.93 -6.79 23.73
H27 -15.69 -5.33 23.25
H28 -17.13 -7.73 24.64
H29 -17.95 -6.33 24.25
H30 -16.95 -5.19 25.81
C11 -8.62 -6.48 26.12
O6 -8.30 -5.37 25.31
H31 -8.97 -7.29 25.48
H32 -7.72 -6.83 26.64
H33 -9.30 -6.14 26.89
H34 -7.60 -4.92 25.79
C12 -9.41 -0.42 23.21
O7 -10.63 -0.98 22.62
H35 -9.25 -0.98 24.12
H36 -8.49 -0.50 22.63
H37 -9.64 0.65 23.28
H38 -10.43 -1.79 22.16
C13 -8.27 -3.11 20.24
O8 -8.13 -1.94 19.44
H39 -7.71 -3.96 19.85
H40 -8.07 -2.97 21.30
H41 -9.22 -3.61 20.41
H42 -8.83 -1.29 19.46
C14 -9.78 -0.84 26.60
O9 -8.53 -1.41 26.71
H43 -9.88 0.15 26.14
H44 -10.40 -1.53 26.04
H45 -10.23 -0.55 27.55
H46 -8.61 -1.98 27.48
C15 -14.20 -2.51 26.50
O10 -15.20 -1.50 26.18
H47 -13.83 -3.06 25.63
H48 -13.33 -2.06 26.98
H49 -14.65 -3.09 27.31
H50 -15.99 -2.01 25.97
C16 -11.12 -9.92 21.23
O11 -10.37 -9.23 22.23
H51 -11.24 -9.35 20.30
H52 -10.65 -10.87 20.96
H53 -12.02 -10.20 21.77
H54 -10.89 -8.89 22.95
C17 -7.54 -6.97 22.20
O12 -7.77 -8.29 22.69
H55 -6.60 -6.79 21.69
H56 -8.42 -6.59 21.68
H57 -7.56 -6.48 23.17
H58 -8.66 -8.57 22.50
C18 -12.17 -4.84 27.80
O13 -11.86 -6.21 27.79
H59 -11.12 -4.59 27.99
H60 -12.51 -4.52 26.82
H61 -12.73 -4.47 28.66
H62 -12.12 -6.56 28.64

- total charge = +1
- ΔE to the lowest compared entry with this formula, charge and spin (kJ/mol) = 602.4
- multiplicity = 2
- <S²> = 0.754
- DFT total energy (hartree) = -1700.460859

Results of the Mulliken charge analysis, in e, for atoms 1 through 4: 0.439 -0.598 -0.530 -0.191

=====

No. 2
Below is a cluster of 13 separate species, C18H65N3O13 in total in a non-equilibrium geometry, with properties calculated with ωB97M-V/def2-TZVPD.

Element x y z (Å)
C1 -2.99 -1.11 -7.06
C2 -2.51 -1.24 -5.63
O1 -2.06 -2.57 -5.37
H1 -3.83 -1.77 -7.26
H2 -2.22 -1.29 -7.81
H3 -3.20 -0.04 -7.18
H4 -3.32 -0.91 -4.99
H5 -1.69 -0.56 -5.39
H6 -1.27 -2.50 -4.84
C3 -0.49 -1.29 0.19
C4 0.96 -1.22 -0.35
O2 1.21 -2.23 -1.30
H7 -0.59 -0.71 1.11
H8 -0.73 -2.34 0.29
H9 -1.24 -0.98 -0.54
H10 1.68 -1.39 0.45
H11 1.11 -0.19 -0.66
H12 2.14 -2.14 -1.50
C5 8.20 2.70 1.07
C6 7.56 1.71 0.08
O3 8.48 0.99 -0.77
H13 7.44 3.26 1.61
H14 8.80 3.46 0.59
H15 8.78 1.98 1.65
H16 6.89 2.32 -0.54
H17 7.03 0.92 0.61
H18 8.64 1.48 -1.58
O4 -3.61 -7.33 -1.13
H19 -3.75 -8.27 -1.16
H20 -2.68 -7.22 -1.34
O5 3.30 2.18 3.40
H21 2.48 2.37 2.94
H22 3.43 1.24 3.26
O6 1.84 -7.07 -1.73
H23 2.66 -7.45 -1.42
H24 1.93 -6.13 -1.53
O7 -5.53 1.91 0.36
H25 -5.98 1.60 1.15
H26 -6.11 1.66 -0.36
O8 5.76 -2.37 -3.36
H27 6.00 -2.15 -4.26
H28 6.42 -1.93 -2.83
O9 -1.96 3.38 2.42
H29 -2.16 2.80 3.15
H30 -2.62 3.18 1.75
O10 -2.42 0.31 5.89
H31 -3.03 -0.08 6.51
H32 -1.58 -0.10 6.09
C7 2.55 -2.29 8.21
C8 2.71 -1.90 6.74
C9 4.14 -2.06 6.15
O11 4.12 -2.06 4.74
C10 4.96 -3.03 4.13
N1 1.62 -2.55 5.99
H33 3.17 -1.71 8.88
H34 2.86 -3.34 8.27
H35 1.51 -2.24 8.53
H36 2.54 -0.83 6.60
H37 4.76 -2.88 6.52
H38 4.71 -1.26 6.60
H39 5.96 -2.59 4.08
H40 4.53 -3.29 3.16
H41 5.00 -3.93 4.74
H42 1.66 -3.55 6.14
H43 2.10 -2.57 5.09
C11 1.33 6.04 -1.84
C12 1.62 7.47 -1.34
C13 2.60 7.48 -0.09
O12 2.72 8.57 0.80
C14 3.56 8.46 1.97
N2 2.41 8.18 -2.31
H44 2.14 5.73 -2.50
H45 0.46 6.05 -2.50
H46 1.28 5.30 -1.04
H47 0.73 8.06 -1.16
H48 3.61 7.12 -0.31
H49 2.22 6.67 0.54
H50 4.58 8.41 1.60
H51 3.32 7.64 2.65
H52 3.66 9.40 2.52
H53 2.25 9.18 -2.22
H54 2.07 8.01 -3.25
C15 -8.32 -2.44 -1.53
C16 -8.71 -3.36 -2.66
C17 -8.06 -3.17 -4.01
O13 -8.48 -1.98 -4.47
C18 -9.12 -1.87 -5.70
N3 -8.40 -4.72 -2.24
H55 -8.80 -1.46 -1.46
H56 -7.24 -2.32 -1.63
H57 -8.47 -2.99 -0.60
H58 -9.80 -3.30 -2.74
H59 -8.45 -3.99 -4.61
H60 -6.98 -3.23 -3.87
H61 -10.09 -2.36 -5.70
H62 -8.71 -2.35 -6.59
H63 -9.16 -0.80 -5.93
H64 -7.40 -4.72 -2.08
H65 -8.45 -5.44 -2.95

- total charge = 0
- DFT total energy (hartree) = -1866.951832

Results of the Mulliken charge analysis, in e, for atoms 1 through 4: -1.028 -0.178 -0.518 0.267